Record 1
Below is a molecular structure, C26H48ClPTm at a distorted geometry, with properties calculated with ωB97M-V/def2-TZVPD.

Output
- Energy above the lowest of the compared OMol25 structures with the same formula, charge and spin: 3.265 eV
- Multiplicity: 3
- Total charge: -1
- Gap between HOMO and LUMO (spin up / spin down): 4.4 / 4.4 eV
- Calculated total energy: -79076.76648 eV
- Largest force on an atom: 11.2 eV/Å

Cartesian coordinates (Å):
Tm -0.13 -0.01 1.86
Cl -2.36 0.38 2.28
P -0.02 0.28 -0.33
C -0.83 1.47 4.77
H -0.04 2.13 4.42
H -1.74 1.95 5.13
C 1.39 -0.64 -1.14
C 0.02 2.08 -0.79
C 2.78 -0.04 -0.88
H 1.36 -1.61 -0.61
C 3.88 -0.98 -1.38
H 2.86 0.93 -1.39
H 2.92 0.17 0.18
C 3.71 -1.32 -2.87
H 4.87 -0.53 -1.21
H 3.85 -1.91 -0.79
C 2.31 -1.88 -3.14
H 3.86 -0.42 -3.47
H 4.48 -2.04 -3.19
C 1.23 -0.92 -2.64
H 2.18 -2.08 -4.21
H 2.20 -2.85 -2.63
H 1.32 0.03 -3.18
H 0.24 -1.32 -2.87
C -1.55 -0.44 -1.14
C 0.43 2.46 -2.23
H -1.04 2.35 -0.67
C 0.11 3.94 -2.48
H 1.50 2.30 -2.36
H -0.08 1.83 -2.97
C 0.86 4.84 -1.48
H 0.38 4.21 -3.51
H -0.97 4.10 -2.38
C 0.56 4.43 -0.04
H 1.94 4.74 -1.67
H 0.60 5.89 -1.65
C 0.83 2.94 0.20
H 1.15 5.03 0.66
H -0.50 4.64 0.19
H 1.90 2.73 0.07
H 0.59 2.67 1.24
C -1.68 -1.97 -1.27
H -2.33 -0.12 -0.42
C -3.12 -2.33 -1.69
H -0.98 -2.34 -2.03
H -1.44 -2.47 -0.33
C -3.51 -1.64 -3.00
H -3.21 -3.42 -1.79
H -3.81 -2.02 -0.90
C -3.32 -0.13 -2.91
H -2.89 -2.04 -3.82
H -4.55 -1.88 -3.25
C -1.89 0.23 -2.49
H -3.55 0.34 -3.88
H -4.03 0.29 -2.18
H -1.19 -0.12 -3.26
H -1.79 1.31 -2.41
C 0.03 -1.81 1.70
C -0.69 0.14 4.76
H 0.15 -2.35 0.75
C -1.73 -0.83 5.22
H 0.23 -0.30 4.38
C -1.27 -2.30 5.11
H -2.01 -0.61 6.26
H -2.62 -0.71 4.60
C -1.26 -2.83 3.67
H -0.27 -2.39 5.55
H -1.94 -2.92 5.72
C 0.09 -2.67 2.93
H -1.50 -3.90 3.68
H -2.05 -2.33 3.09
H 0.85 -2.30 3.63
H 0.43 -3.67 2.61
C 2.18 0.12 2.47
H 2.74 -0.78 2.12
H 2.27 0.13 3.57
H 2.63 1.07 2.11

Mulliken population analysis, charges in e, atoms 1 to 2: number 1, Tm, carries -0.9864; number 2, Cl, carries -0.5260

Record 2
Below is a molecular structure, C16H18AsN5OS5Zr, with properties calculated with ωB97M-V/def2-TZVPD.

Output
- Energy above the lowest of the compared OMol25 structures with the same formula, charge and spin: 0.096 eV
- Multiplicity: 1
- Total charge: 0
- Gap between HOMO and LUMO: 7.2 eV
- Calculated total energy: -142684.11409 eV
- Largest force on an atom: 0.6 eV/Å

Cartesian coordinates (Å):
Zr -1.17 -0.35 -0.67
O -3.23 -2.65 2.16
C -2.94 -1.77 1.36
N -2.47 -1.89 0.10
C -2.09 -3.22 -0.33
C -0.58 -3.37 -0.26
C 0.04 -4.60 -0.48
C 1.40 -4.69 -0.33
C 2.12 -3.56 0.03
C 1.45 -2.37 0.19
N 0.12 -2.27 0.04
C -3.05 -0.33 1.79
C -4.09 0.09 2.60
C -4.09 1.42 3.00
C -3.06 2.26 2.58
C -2.07 1.75 1.76
N -2.08 0.47 1.36
H -2.55 -3.97 0.32
H -2.43 -3.40 -1.35
H -0.57 -5.45 -0.75
H 1.91 -5.64 -0.48
H 3.19 -3.59 0.17
H 1.97 -1.45 0.41
H -4.84 -0.62 2.90
H -4.89 1.81 3.62
H -3.03 3.29 2.88
H -1.26 2.36 1.38
S -1.02 1.61 -5.16
As -1.22 0.66 -3.36
S -1.62 2.00 -1.62
S 0.52 -0.46 -2.59
S -2.69 -0.80 -2.74
C 4.06 1.87 0.97
N 3.22 2.31 -0.11
C 3.67 3.27 -1.11
C 2.44 3.42 -2.04
N 1.45 2.60 -1.37
C 1.93 1.98 -0.31
S 1.05 0.91 0.70
H 4.97 1.41 0.58
H 3.52 1.13 1.56
H 4.33 2.71 1.62
H 4.54 2.88 -1.64
H 3.95 4.21 -0.63
H 2.63 3.05 -3.04
H 2.11 4.46 -2.10
H 0.45 2.53 -1.58

natural (NBO) population analysis, charges in e, atoms 1 to 2: number 1, Zr, carries 1.5345; number 2, O, carries -0.6153

Record 3
Below is a gas-phase ion, C6H9N2 (charge +1) at a distorted geometry, with properties calculated with ωB97M-V/def2-TZVPD.

Output
- Energy above the lowest of the compared OMol25 structures with the same formula, charge and spin: 8.307 eV
- Multiplicity: 1
- Total charge: +1
- Gap between HOMO and LUMO (spin up / spin down): 9.7 / 6.6 eV
- Calculated total energy: -9333.94587 eV
- Largest force on an atom: 4.8 eV/Å

Cartesian coordinates (Å):
C -0.60 1.76 0.40
C 0.31 1.74 -0.63
C -0.88 0.72 1.29
C 1.21 0.70 -1.08
C 1.74 -0.16 -0.02
C -0.70 -0.73 1.45
N -1.09 0.33 2.45
N -1.74 -1.66 0.92
H -1.08 2.67 0.52
H 0.30 2.58 -1.19
H 0.79 0.16 -1.90
H 1.96 1.30 -1.44
H 2.18 -1.10 -0.18
H 1.68 0.15 0.99
H -2.48 -1.83 1.70
H -1.42 -2.63 0.51
H -2.10 -1.27 0.05

natural (NBO) population analysis, charges in e, atoms 1 to 2: number 1, C, carries -0.3438; number 2, C, carries 0.0333

Record 4
Below is 2 unconnected molecules or ions with the total composition C14H16 at a distorted geometry, with properties calculated with ωB97M-V/def2-TZVPD.

Output
- Energy above the lowest of the compared OMol25 structures with the same formula, charge and spin: 0.639 eV
- Multiplicity: 1
- Total charge: 0
- Gap between HOMO and LUMO: 9.8 eV
- Calculated total energy: -14777.12646 eV
- SMILES: Cc1ccccc1.Cc1ccccc1
- Largest force on an atom: 2.0 eV/Å

Cartesian coordinates (Å):
C -1.13 1.94 2.99
C -0.03 1.03 2.53
C 1.04 0.70 3.34
C 2.05 -0.16 2.90
C 2.12 -0.50 1.57
C 1.12 -0.05 0.71
C 0.02 0.64 1.17
H -2.14 1.55 2.91
H -1.06 2.85 2.39
H -0.97 2.26 4.02
H 1.17 1.16 4.32
H 2.77 -0.50 3.63
H 2.90 -1.08 1.09
H 1.12 -0.34 -0.34
H -0.88 0.84 0.59
C 0.47 0.73 -3.61
C -0.21 -0.31 -2.77
C 0.44 -1.49 -2.37
C -0.23 -2.25 -1.41
C -1.47 -1.96 -0.89
C -2.17 -0.87 -1.41
C -1.52 -0.09 -2.37
H -0.26 1.29 -4.18
H 1.24 0.30 -4.24
H 0.94 1.45 -2.93
H 1.34 -1.78 -2.86
H 0.32 -3.08 -1.02
H -1.90 -2.62 -0.16
H -3.03 -0.46 -0.90
H -2.06 0.79 -2.70

natural (NBO) population analysis, charges in e, atoms 1 to 2: number 1, C, carries -0.6336; number 2, C, carries -0.0044

Record 5
Below is 2 unconnected molecules or ions with the total composition C4H8N at a distorted geometry, with properties calculated with ωB97M-V/def2-TZVPD.

Output
- Energy above the lowest of the compared OMol25 structures with the same formula, charge and spin: 4.674 eV
- Multiplicity: 1
- Total charge: +1
- Gap between HOMO and LUMO (spin up / spin down): 7.7 / 7.7 eV
- Calculated total energy: -5755.19032 eV
- Largest force on an atom: 5.5 eV/Å

Cartesian coordinates (Å):
C -2.12 -0.03 -0.35
C 0.68 0.10 0.08
C 0.83 -1.30 0.09
C 1.13 1.39 0.33
N -1.10 0.42 -0.87
H -2.14 -0.92 0.40
H -3.11 0.04 -0.71
H 0.58 -1.77 -0.84
H -0.01 -1.73 0.79
H 1.82 -1.63 0.37
H 0.64 1.85 -0.69
H 0.57 1.95 1.03
H 2.22 1.61 0.38

natural (NBO) population analysis, charges in e, atoms 1 to 2: number 1, C, carries -0.0828; number 2, C, carries 0.6737

Record 6
Below is a molecular structure, C26H29CdI2N2O2S4Sb2 at a distorted geometry, with properties calculated with ωB97M-V/def2-TZVPD.

Output
- Energy above the lowest of the compared OMol25 structures with the same formula, charge and spin: 11.121 eV
- Multiplicity: 2
- Total charge: -2
- Gap between HOMO and LUMO (spin up / spin down): 3.1 / 5.9 eV
- Calculated total energy: -111678.55735 eV
- Largest force on an atom: 11.9 eV/Å

Cartesian coordinates (Å):
Cd 10.41 15.12 13.22
I 5.33 16.63 13.05
C 6.25 14.84 13.73
C 5.31 13.99 14.40
C 5.81 12.83 15.04
I 4.50 11.43 15.68
C 7.18 12.73 15.10
C 7.91 11.88 15.97
C 9.26 11.98 16.17
C 10.02 12.86 15.48
N 9.47 13.59 14.63
C 8.06 13.48 14.34
C 7.61 14.69 13.41
O 8.38 15.47 12.82
H 4.12 14.12 14.19
H 7.66 10.96 16.43
H 9.84 11.25 16.86
H 11.13 13.08 15.67
C 11.57 10.30 13.10
Sb 9.49 10.49 12.25
C 8.79 9.23 13.98
C 9.88 8.83 10.80
C 10.45 8.98 9.50
C 11.76 8.34 9.32
C 12.12 7.91 7.98
C 11.58 8.62 7.05
C 10.51 9.41 7.09
C 9.98 9.59 8.48
C 8.85 10.56 8.47
Sb 9.10 12.78 8.63
C 8.97 12.78 6.49
C 6.98 12.92 9.22
H 11.99 9.28 13.08
H 11.51 10.68 14.17
H 12.44 10.92 12.66
H 7.61 9.20 13.79
H 8.82 10.15 14.49
H 9.54 8.48 14.67
H 9.03 8.48 10.56
H 10.35 8.46 12.11
H 12.56 8.03 10.15
H 13.36 7.56 8.28
H 11.96 8.32 5.91
H 10.13 9.81 6.05
H 8.14 10.41 9.38
H 8.02 10.53 7.48
H 8.08 12.31 6.07
H 9.76 12.16 6.21
H 8.98 13.77 6.03
H 6.41 12.13 8.63
H 6.44 13.86 8.80
H 6.97 12.98 10.31
S 12.54 14.31 12.07
S 13.74 15.94 12.41
S 13.37 16.19 14.43
S 11.53 17.02 14.60
O 9.20 15.31 8.18
N 9.77 16.08 9.05
C 9.08 16.65 10.08
C 9.74 17.45 11.07
C 11.09 17.74 10.89
C 11.76 17.07 9.86
C 11.08 16.31 8.94
H 8.10 16.30 10.27
H 9.01 17.78 11.84
H 11.67 18.39 11.55
H 12.84 17.14 9.76
H 11.55 15.69 8.10

natural (NBO) population analysis, charges in e, atoms 1 to 2: number 1, Cd, carries 1.5221; number 2, I, carries -0.0069

Record 7
Below is 3 unconnected molecules or ions with the total composition C4H13NO2 at a distorted geometry, with properties calculated with ωB97M-V/def2-TZVPD.

Output
- Energy above the lowest of the compared OMol25 structures with the same formula, charge and spin: 3.377 eV
- Multiplicity: 2
- Total charge: +1
- Gap between HOMO and LUMO (spin up / spin down): 8.6 / 6.2 eV
- Calculated total energy: -9932.77896 eV
- Largest force on an atom: 3.8 eV/Å

Cartesian coordinates (Å):
C 1.09 2.27 2.72
C -0.26 1.73 2.01
C -0.17 0.68 0.90
C -1.83 -0.64 -0.36
N -1.61 0.20 0.57
H 1.91 2.66 2.00
H 0.75 3.00 3.43
H 1.50 1.51 3.40
H -0.82 2.70 1.54
H -1.04 1.38 2.77
H 0.67 -0.13 1.19
H 0.26 1.16 -0.01
H -1.29 -1.54 -0.47
H -2.64 -0.39 -1.03
H 0.29 -2.36 -5.01
H -0.80 -1.44 -4.37
O -0.04 -2.05 -4.18
H 1.21 -2.25 -2.12
H 1.66 -3.60 -1.62
O 1.15 -2.88 -1.37

natural (NBO) population analysis, charges in e, atoms 1 to 2: number 1, C, carries -0.6151; number 2, C, carries -0.4349

Record 8
Below is a molecular structure, C20H20N6O5Ti at a distorted geometry, with properties calculated with ωB97M-V/def2-TZVPD.

Output
- Energy above the lowest of the compared OMol25 structures with the same formula, charge and spin: 0.306 eV
- Multiplicity: 1
- Total charge: +2
- Gap between HOMO and LUMO: 7.7 eV
- Calculated total energy: -63347.34557 eV
- Largest force on an atom: 2.2 eV/Å

Cartesian coordinates (Å):
Ti -0.08 1.13 0.34
O 1.23 0.50 1.32
C 2.48 1.12 1.51
C 2.33 2.58 1.07
N 1.51 2.60 -0.16
C 2.25 2.05 -1.31
C 1.75 0.61 -1.54
O 2.48 -0.29 -1.88
O 0.48 0.47 -1.27
C 0.82 3.89 -0.36
C -0.64 3.69 0.09
O -1.28 4.48 0.72
O -1.05 2.47 -0.26
H 0.98 -1.69 0.78
H 3.24 0.61 0.91
H 2.77 1.05 2.57
H 3.31 3.05 0.92
H 1.79 3.12 1.85
H 3.33 2.03 -1.15
H 2.05 2.62 -2.22
H 0.79 4.18 -1.41
H 1.28 4.71 0.19
N 1.84 -3.82 -1.44
C 1.93 -2.98 -0.45
N 0.85 -2.37 0.03
C -0.38 -2.38 -0.63
N -1.38 -1.64 -0.32
N -1.32 -0.53 0.48
C -2.37 -0.28 1.19
C -2.39 0.90 2.03
C -3.54 1.32 2.69
C -3.47 2.44 3.51
C -2.25 3.07 3.66
C -1.16 2.60 2.95
N -1.21 1.55 2.14
C -0.52 -3.37 -1.68
C -1.73 -3.63 -2.32
C -1.80 -4.56 -3.33
C -0.66 -5.26 -3.72
C 0.55 -5.02 -3.10
C 0.62 -4.09 -2.08
H 2.68 -4.27 -1.79
H 2.88 -2.83 0.03
H -3.21 -0.98 1.19
H -4.47 0.79 2.54
H -4.35 2.79 4.03
H -2.14 3.92 4.32
H -0.19 3.08 3.07
H -2.61 -3.08 -2.00
H -2.74 -4.76 -3.81
H -0.73 -6.00 -4.51
H 1.44 -5.57 -3.40

natural (NBO) population analysis, charges in e, atoms 1 to 2: number 1, Ti, carries 1.6390; number 2, O, carries -0.7009